Record 1
Below is a structure of composition C11H20ClIIrN2O2P at a distorted geometry, with properties calculated with wB97M-V/def2-TZVPD.

Element x y z (Å)
C1 -0.4067 -2.9352 -0.1698
C2 0.7425 -2.0011 -0.1164
H1 -0.0712 -3.9801 -0.3046
H2 -1.1415 -2.7102 -0.9489
H3 -0.9320 -2.8662 0.7975
O1 1.8519 -2.3504 -0.2248
I1 1.9229 1.6285 2.4580
Ir1 -0.4746 -0.1103 -0.4144
P1 -0.0876 0.8703 -2.3580
C3 1.6264 1.2845 -2.9096
C4 -0.6863 -0.3591 -3.5549
H4 -2.0012 2.2861 -2.1975
H5 -0.9468 2.8455 -3.5728
H6 -0.4860 3.2045 -1.8638
C5 -0.9762 2.4900 -2.5336
H7 -1.7398 -0.5700 -3.3082
H8 -0.5910 0.0154 -4.5858
H9 1.6311 1.5168 -3.9990
H10 2.3002 0.4222 -2.7126
H11 -0.0992 -1.2828 -3.4318
H12 2.0004 2.1729 -2.3464
C6 1.4367 0.1584 -0.2010
O2 2.5842 -0.0926 -0.3242
Cl1 -2.7868 0.0975 -0.3524
C7 1.4249 -2.3213 4.4631
C8 0.5173 -1.5226 3.6450
C9 -0.6118 -0.8220 3.9522
C10 -1.1292 -0.2902 2.7626
N1 -0.4052 -0.7346 1.7020
N2 0.6100 -1.4458 2.2776
C11 -2.1499 0.7389 2.7458
H13 1.8967 -1.7391 5.2671
H14 0.8965 -3.1697 4.9211
H15 2.2293 -2.7428 3.8522
H16 -1.0351 -0.6125 4.9236
H17 1.5393 -1.7025 1.8879
H18 -3.0041 0.4124 3.3711
H19 -1.8117 1.6988 3.1699
H20 -2.5633 0.9340 1.7442

Computed properties:
- Energy above the lowest of the compared OMol25 structures with the same formula, charge and spin: 0.0 kcal/mol
- E_LUMO (alpha / beta): -7.80 / -10.94 eV
- E_HOMO (alpha / beta): -0.546 / -0.584 Ha
- Spin multiplicity: 5
- Net charge: +2
- Frontier orbital gap (alpha / beta): 7.062 / 4.951 eV

=====

Record 2
Below is a cluster of 5 separate species, C20H34B3NO18 in total at a distorted geometry, with properties calculated with wB97M-V/def2-TZVPD.

Element x y z (Å)
C1 0.3204 1.1046 -2.6927
O1 -1.1229 0.8534 -2.8937
C2 -1.8144 0.6095 -1.6070
C3 -1.3071 -0.7284 -0.8062
C4 -1.7757 -0.6245 0.7941
C5 -0.8628 0.5673 1.4721
B1 -0.6527 0.3457 3.1212
O2 -1.9249 0.4507 3.9200
B2 -1.5511 1.1351 5.1931
N1 -2.0867 2.4753 5.6633
O3 -0.5155 0.4138 6.0149
B3 0.7115 0.5433 5.1517
C6 2.0121 1.2684 5.8931
C7 3.1433 1.8395 4.8529
O4 2.7000 2.9570 4.0043
C8 2.5287 4.2028 4.7692
O5 3.2385 4.5563 5.8594
O6 0.6803 0.0830 3.7466
H1 0.8755 0.1148 -3.0566
H2 0.6101 1.2131 -1.5425
H3 0.7209 2.0675 -3.2496
H4 -2.9577 0.4126 -1.8879
H5 -1.8342 1.5955 -0.9395
H6 -0.1386 -0.8755 -0.7804
H7 -1.7388 -1.7185 -1.3142
H8 -2.9284 -0.4112 0.7969
H9 -1.4634 -1.6274 1.3111
H10 -1.4776 1.5801 1.3415
H11 0.1461 0.7113 0.8971
H12 -1.7630 3.2249 4.9877
H13 -1.5668 2.7099 6.5613
H14 2.4801 0.5901 6.7558
H15 1.5546 2.2080 6.4687
H16 4.1219 2.1238 5.4737
H17 3.4523 0.9280 4.1516
H18 1.7438 4.9854 4.3726
C9 5.7269 -0.0339 0.7577
C10 7.0572 -0.4134 1.3228
O7 7.1012 0.2880 2.5508
C11 5.8083 0.5264 2.9183
O8 5.4706 0.9609 4.0069
O9 4.9431 0.2143 1.9096
H19 5.2874 -0.8331 0.1545
H20 5.7729 0.8809 0.1577
H21 7.1345 -1.4868 1.5255
H22 7.8854 -0.1136 0.6748
C12 -3.1770 -0.8409 -5.2025
C13 -3.3606 -1.9734 -6.1601
O10 -2.7658 -3.0674 -5.4882
C14 -2.7906 -2.7753 -4.1548
O11 -2.5136 -3.5686 -3.2707
O12 -3.1667 -1.4807 -3.9402
H23 -3.9889 -0.1108 -5.2605
H24 -2.2223 -0.3238 -5.3445
H25 -4.4165 -2.2010 -6.3409
H26 -2.8669 -1.7920 -7.1187
C15 -2.7411 -4.1506 4.2872
C16 -3.5646 -3.0387 3.7229
O13 -3.4994 -3.2613 2.3271
C17 -3.2189 -4.5854 2.1491
O14 -3.2576 -5.1590 1.0733
O15 -2.8908 -5.1836 3.3314
H27 -3.0970 -4.4759 5.2685
H28 -1.6803 -3.8892 4.3618
H29 -4.6113 -3.0907 4.0409
H30 -3.1642 -2.0536 3.9778
C18 0.1885 2.0532 -8.8719
C19 0.7500 1.0211 -7.9486
O16 -0.1806 0.9968 -6.8830
C20 -1.3643 1.4619 -7.3792
O17 -2.4265 1.4179 -6.7814
O18 -1.2043 1.9814 -8.6314
H31 0.4123 1.8396 -9.9207
H32 0.5371 3.0631 -8.6319
H33 0.7892 0.0272 -8.4067
H34 1.7475 1.2851 -7.5866

Computed properties:
- SMILES: COCCCCB1OB(N)OB(CCOC=O)O1.O=C1OCCO1.O=C1OCCO1.O=C1OCCO1.O=C1OCCO1
- E_LUMO: 0.18 eV
- E_HOMO: -0.348 Ha
- Spin multiplicity: 1
- Net charge: 0
- Frontier orbital gap: 9.656 eV

=====

Record 3
Below is a structure of composition C37H41Br2N5OPdSeTe, with properties calculated with wB97M-V/def2-TZVPD.

Element x y z (Å)
Pd1 -1.4886 -1.0175 1.1961
Br1 -3.9310 2.5454 -0.6671
C1 -4.6253 1.4068 0.7045
Br2 -4.1159 -0.4497 0.4850
H1 -5.7060 1.4342 0.6606
H2 -4.2399 1.7338 1.6626
N1 2.9824 -5.4744 0.8895
C2 2.7184 -4.4551 1.3491
C3 2.3038 -3.1994 1.9130
C4 3.1418 -2.4052 2.6906
C5 2.6194 -1.2420 3.2237
C6 1.2950 -0.9163 2.9698
N2 0.4947 -1.6690 2.2086
C7 0.9978 -2.7845 1.6911
H3 4.1657 -2.7014 2.8738
H4 3.2211 -0.5871 3.8370
H5 0.8634 -0.0208 3.3952
H6 0.3370 -3.3751 1.0715
C8 5.0745 5.2563 -2.2414
C9 4.0506 4.2948 -1.7094
C10 3.0165 4.7202 -0.8919
C11 2.0468 3.8639 -0.3713
C12 0.9955 4.5126 0.4925
C13 2.1497 2.5023 -0.7018
Te1 0.9155 0.8341 -0.1334
N3 -0.7798 1.0796 0.9266
C14 -0.3945 1.7177 2.0432
O1 0.7883 2.0581 2.2415
C15 -1.4516 2.0585 3.0513
C16 -2.3531 1.1224 3.5472
C17 -3.3188 1.5046 4.4682
C18 -3.3985 2.8258 4.8849
C19 -2.4946 3.7603 4.3974
C20 -1.5160 3.3760 3.4944
C21 -0.0829 0.5183 -1.9705
C22 -0.7293 1.5358 -2.6719
C23 -0.8237 2.9477 -2.1884
C24 -1.3345 1.2208 -3.8878
C25 -1.3353 -0.0641 -4.3986
C26 -1.9844 -0.3811 -5.7159
C27 -0.7110 -1.0660 -3.6600
C28 -0.0779 -0.8016 -2.4569
C29 0.5479 -1.9489 -1.7042
C30 3.1937 2.0311 -1.5184
C31 3.3728 0.5998 -1.9772
C32 4.1176 2.9451 -2.0112
H7 4.8179 6.2849 -1.9948
H8 5.1587 5.1750 -3.3256
H9 6.0582 5.0430 -1.8203
H10 2.9494 5.7723 -0.6413
H11 1.2559 5.5581 0.6443
H12 0.9237 4.0308 1.4621
H13 0.0081 4.4999 0.0319
H14 -2.2921 0.0856 3.2329
H15 -4.0068 0.7674 4.8618
H16 -4.1554 3.1247 5.5979
H17 -2.5472 4.7891 4.7280
H18 -0.7974 4.0959 3.1245
H19 -0.4392 3.0528 -1.1837
H20 -1.8644 3.2689 -2.1651
H21 -0.2768 3.6280 -2.8438
H22 -1.8298 2.0125 -4.4394
H23 -2.5822 0.4547 -6.0746
H24 -2.6316 -1.2548 -5.6328
H25 -1.2292 -0.6041 -6.4716
H26 -0.7147 -2.0829 -4.0389
H27 0.5332 -2.8527 -2.3133
H28 -0.0059 -2.1509 -0.7783
H29 1.5881 -1.7579 -1.4310
H30 3.1065 -0.1485 -1.2297
H31 4.4188 0.4284 -2.2240
H32 2.7817 0.4017 -2.8750
H33 4.9164 2.5785 -2.6464
C33 -2.6052 -4.3215 -1.3837
N4 -1.7770 -5.0097 -0.4033
C34 -0.9614 -6.0944 -0.6572
C35 -0.3896 -6.4410 0.5135
N5 -0.8595 -5.5623 1.4693
C36 -0.4987 -5.6060 2.8797
C37 -1.7059 -4.6795 0.9000
Se1 -2.6390 -3.2852 1.7199
H34 -2.6207 -4.9155 -2.2936
H35 -2.2023 -3.3317 -1.5917
H36 -3.6135 -4.2130 -0.9922
H37 -0.8637 -6.5191 -1.6397
H38 0.3147 -7.2181 0.7499
H39 -0.5548 -6.6338 3.2297
H40 -1.1982 -4.9869 3.4336
H41 0.5139 -5.2295 3.0200

Computed properties:
- Energy above the lowest of the compared OMol25 structures with the same formula, charge and spin: 0.0 kcal/mol
- E_LUMO (alpha / beta): -2.63 / -2.71 eV
- E_HOMO (alpha / beta): -0.364 / -0.391 Ha
- Spin multiplicity: 2
- Net charge: +1
- Frontier orbital gap (alpha / beta): 7.281 / 7.940 eV

=====

Record 4
Below is a cluster of 10 separate species, C30H52O30 in total at a distorted geometry, with properties calculated with wB97M-V/def2-TZVPD.

Element x y z (Å)
C1 -0.8566 -21.9539 3.1274
C2 -1.7545 -22.7695 4.0187
O1 -0.8116 -23.6740 4.6492
C3 0.4275 -23.0509 4.5962
O2 1.3874 -23.2662 5.2785
O3 0.4179 -22.1063 3.6731
H1 -1.2200 -20.9240 3.1769
H2 -0.8234 -22.2971 2.0907
H3 -2.5744 -23.2591 3.5010
H4 -2.1495 -22.1828 4.8531
C4 12.1973 -20.1905 2.3864
C5 11.9320 -20.1521 3.8916
O4 10.5083 -20.3537 3.9770
C6 10.0497 -20.8432 2.8199
O5 8.9927 -21.3565 2.6653
O6 11.0066 -20.7788 1.8415
H5 13.0173 -20.8618 2.1371
H6 12.3622 -19.2302 1.9028
H7 12.1143 -19.1586 4.2921
H8 12.4435 -20.9251 4.4562
C7 -1.2592 -26.2924 -1.8019
C8 -0.7083 -24.9755 -2.3516
O7 0.0207 -24.4913 -1.2280
C9 -0.4640 -25.0119 -0.1097
O8 -0.2719 -24.5549 0.9748
O9 -1.3523 -25.9836 -0.4086
H9 -0.6714 -27.1575 -2.0996
H10 -2.2663 -26.3724 -2.2111
H11 -1.4674 -24.2349 -2.6092
H12 0.0110 -25.0920 -3.1608
C10 1.4995 -21.6880 -2.4891
C11 2.2025 -22.3988 -1.3048
O10 3.4501 -21.7097 -1.2344
C12 3.3427 -20.5386 -1.8853
O11 4.1771 -19.6906 -1.9611
O12 2.1742 -20.4461 -2.5237
H13 0.4369 -21.6963 -2.2694
H14 1.7827 -22.2510 -3.3800
H15 2.3918 -23.4588 -1.4415
H16 1.6911 -22.2476 -0.3511
C13 7.5562 -20.2878 -6.0396
O13 8.4478 -20.5644 -4.9898
C14 8.2278 -19.9923 -3.8139
O14 7.4472 -19.1048 -3.6160
O15 8.9282 -20.6214 -2.8899
C15 8.5979 -20.3778 -1.5278
H17 7.2549 -19.2458 -6.1349
H18 6.6792 -20.9287 -5.9155
H19 7.9664 -20.5699 -7.0091
H20 8.4865 -21.2900 -0.9489
H21 7.5601 -20.0286 -1.5156
H22 9.1738 -19.6456 -0.9698
C16 -0.0579 -29.0277 0.7310
O16 1.2723 -28.5278 0.8664
C17 1.9133 -27.8309 -0.0731
O17 1.6701 -27.8023 -1.2535
O18 2.8576 -27.1550 0.5606
C18 3.7671 -26.3799 -0.2243
H23 -0.5662 -28.7415 1.6472
H24 -0.0240 -30.0943 0.5266
H25 -0.5749 -28.5431 -0.0996
H26 4.2116 -26.9368 -1.0479
H27 4.5969 -25.9818 0.3504
H28 3.2526 -25.5158 -0.6419
C19 7.2103 -20.6986 9.5819
O19 7.2256 -21.6709 8.5286
C20 6.6053 -21.4042 7.4100
O20 5.8523 -20.4617 7.2535
O21 6.9686 -22.2764 6.4815
C21 6.2208 -22.2822 5.2618
H29 7.5413 -21.2269 10.4693
H30 6.1696 -20.4110 9.7217
H31 7.8147 -19.8263 9.3549
H32 5.1460 -22.2078 5.3998
H33 6.4132 -23.2368 4.7732
H34 6.6243 -21.5300 4.5878
C22 3.1914 -24.2729 2.5877
O22 4.1764 -23.2454 2.8137
C23 4.9320 -22.9191 1.7716
O23 4.9610 -23.4325 0.6794
O24 5.5851 -21.8027 2.0607
C24 6.3834 -21.2261 1.0243
H35 2.9017 -24.6174 3.5736
H36 3.6797 -25.1208 2.1065
H37 2.4158 -23.9451 1.8982
H38 6.8425 -20.3393 1.4626
H39 5.7251 -20.8725 0.2331
H40 7.2381 -21.8592 0.8021
C25 9.8693 -23.9180 -2.9207
O25 9.5287 -23.4045 -1.6599
C26 9.2338 -24.2920 -0.7065
O26 9.0832 -25.4758 -0.8735
O27 8.8920 -23.6377 0.3995
C27 8.3083 -24.3868 1.4457
H41 10.3689 -23.1372 -3.4872
H42 9.0188 -24.3189 -3.4785
H43 10.5528 -24.7698 -2.8419
H44 7.2779 -24.6422 1.1952
H45 8.2086 -23.7638 2.3355
H46 8.8849 -25.2484 1.7762
C28 0.7158 -26.6065 3.5096
O28 -0.4240 -27.3959 3.9002
C29 -0.2232 -28.4136 4.7220
O29 0.8333 -28.7475 5.1724
O30 -1.3281 -29.1023 4.9991
C30 -2.5542 -28.7078 4.4250
H47 1.3290 -26.4967 4.4037
H48 0.3465 -25.6279 3.2244
H49 1.2542 -27.1078 2.7117
H50 -2.5882 -28.8744 3.3387
H51 -2.8366 -27.6596 4.5011
H52 -3.3497 -29.3761 4.7455

Computed properties:
- Energy above the lowest of the compared OMol25 structures with the same formula, charge and spin: 17.7 kcal/mol
- SMILES: COC(=O)OC.COC(=O)OC.COC(=O)OC.COC(=O)OC.COC(=O)OC.COC(=O)OC.O=C1OCCO1.O=C1OCCO1.O=C1OCCO1.O=C1OCCO1
- E_LUMO: 0.10 eV
- E_HOMO: -0.370 Ha
- Spin multiplicity: 1
- Net charge: 0
- Frontier orbital gap: 10.155 eV

=====

Record 5
Below is a cluster of 11 separate species, C54H59N7O18 in total at a distorted geometry, with properties calculated with wB97M-V/def2-TZVPD.

Element x y z (Å)
C1 1.4580 2.2873 -5.2940
C2 0.7151 1.2621 -4.6401
C3 0.5029 0.1133 -5.3323
C4 1.1264 -0.1925 -6.5599
C5 1.9234 0.7834 -7.1904
C6 2.0739 2.0483 -6.5298
N1 0.7893 -1.4547 -7.2511
O1 0.9217 -1.4910 -8.4369
O2 0.4137 -2.4342 -6.5954
H1 1.7370 3.2007 -4.7898
H2 0.5344 1.3804 -3.5819
H3 0.0125 -0.6566 -4.7551
H4 2.3967 0.7066 -8.1581
H5 2.6294 2.8433 -7.0050
C7 -4.0032 4.2495 -1.4733
C8 -4.4177 4.7191 -0.1848
C9 -5.5551 4.1993 0.4296
C10 -6.2204 3.1302 -0.2191
C11 -5.7015 2.6179 -1.3758
C12 -4.6845 3.1705 -2.0241
N2 -7.4088 2.5124 0.3689
O3 -7.9137 1.5245 -0.2003
O4 -7.8388 3.0222 1.3830
H6 -3.0591 4.5431 -1.9080
H7 -3.7155 5.2658 0.4271
H8 -5.9051 4.4674 1.4155
H9 -6.2024 1.7555 -1.7902
H10 -4.2024 2.7484 -2.8935
C13 -1.6155 0.0799 -0.2495
C14 -1.5813 1.3962 -0.7835
C15 -0.2821 1.9072 -0.9769
C16 0.8985 1.2828 -0.5131
C17 0.7912 0.0902 0.2224
C18 -0.4478 -0.5369 0.2248
N3 2.1462 2.1203 -0.4765
O5 2.3060 3.0137 -1.3176
O6 2.8601 1.8936 0.5126
H11 -2.5426 -0.4497 -0.0874
H12 -2.4749 1.8032 -1.2332
H13 -0.1960 2.8263 -1.5375
H14 1.6787 -0.3777 0.6223
H15 -0.5582 -1.5629 0.5433
C19 3.0760 -1.8687 -2.4301
C20 3.1193 -0.8667 -3.4010
C21 3.9853 0.2493 -3.3372
C22 4.7724 0.3941 -2.1633
C23 4.6541 -0.5428 -1.1330
C24 3.8011 -1.6531 -1.2850
N4 5.6220 1.5874 -2.0860
O7 6.1191 2.1877 -3.0917
O8 6.0166 1.9488 -0.9955
H16 2.3861 -2.6986 -2.4721
H17 2.4450 -0.9604 -4.2393
H18 4.1339 0.9724 -4.1256
H19 5.3771 -0.5168 -0.3311
H20 3.6075 -2.2093 -0.3798
C25 -3.0341 -4.2660 -0.3372
C26 -3.6140 -5.2476 0.5181
C27 -3.3905 -6.6220 0.2303
C28 -2.7009 -7.0240 -0.9083
C29 -2.1444 -6.0212 -1.6668
C30 -2.3114 -4.6293 -1.4632
N5 -2.5374 -8.5088 -1.2517
O9 -3.1852 -9.2998 -0.6336
O10 -1.9335 -8.8394 -2.2381
H21 -3.0989 -3.2253 -0.0560
H22 -4.1981 -4.9987 1.3918
H23 -3.9758 -7.3211 0.8091
H24 -1.6105 -6.2817 -2.5687
H25 -1.9649 -3.8353 -2.1081
C31 1.0829 4.6212 1.2325
C32 1.7674 5.3684 0.2743
C33 1.2781 6.7232 -0.0680
C34 0.0783 7.1541 0.5832
C35 -0.5752 6.3301 1.5217
C36 -0.1023 5.0595 1.8484
N6 -0.6060 8.3609 0.0888
O11 -0.0243 9.0842 -0.7413
O12 -1.7223 8.6462 0.5360
H26 1.4973 3.6913 1.5931
H27 2.6911 5.0218 -0.1650
H28 1.8639 7.2767 -0.7870
H29 -1.5274 6.5731 1.9696
H30 -0.5013 4.4758 2.6648
C37 6.9837 -0.5419 2.3260
C38 6.7425 0.6586 1.6452
C39 5.6717 1.4845 1.9443
C40 4.8555 1.1051 3.0436
C41 5.0416 -0.1644 3.6224
C42 6.1208 -1.0195 3.3077
N7 3.7698 2.0463 3.5577
O13 3.7134 3.2030 3.0742
O14 3.0245 1.6596 4.4103
H31 7.7799 -1.2399 2.1134
H32 7.3072 0.8659 0.7483
H33 5.4787 2.3944 1.3953
H34 4.4363 -0.5450 4.4318
H35 6.2374 -1.9607 3.8243
C43 -0.1092 1.4265 3.3633
C44 -1.2415 2.1410 4.1188
O15 -2.4006 1.9609 3.7561
C45 -0.9778 3.1282 5.2676
H36 -0.4385 0.4889 2.9154
H37 0.6736 1.2863 4.1087
H38 0.2250 2.1259 2.5970
H39 -1.8337 3.6583 5.6853
H40 -0.4304 3.9530 4.8113
H41 -0.4247 2.6489 6.0753
C46 1.0811 -1.8437 3.4840
C47 2.3267 -2.5602 3.0573
O16 2.8635 -2.1870 2.0663
C48 2.7394 -3.7138 3.8456
H42 0.2719 -2.5729 3.5223
H43 0.8779 -0.9820 2.8482
H44 1.1983 -1.5812 4.5354
H45 2.3603 -4.6670 3.4772
H46 2.2525 -3.5578 4.8082
H47 3.8287 -3.6738 3.8428
C49 -5.3465 -1.7238 -1.4264
C50 -5.6172 -1.3185 0.0536
O17 -5.1563 -0.3770 0.5831
C51 -6.3975 -2.3536 0.8582
H48 -4.6857 -2.5879 -1.4946
H49 -4.9030 -0.9448 -2.0466
H50 -6.3855 -1.9831 -1.6298
H51 -7.4558 -2.4146 0.6047
H52 -6.3979 -1.9500 1.8708
H53 -5.8593 -3.2970 0.9504
C52 0.3846 -4.0695 0.8783
C53 0.8060 -5.4941 1.4117
O18 1.9975 -5.8007 1.2500
C54 -0.3037 -6.3733 2.0320
H54 -0.2010 -3.5378 1.6283
H55 -0.0785 -4.0819 -0.1083
H56 1.2671 -3.4429 0.7493
H57 0.0551 -7.3480 2.3627
H58 -1.1027 -6.5418 1.3100
H59 -0.6302 -5.8820 2.9486

Computed properties:
- E_LUMO (alpha / beta): -5.12 / -8.97 eV
- E_HOMO (alpha / beta): -0.417 / -0.417 Ha
- Spin multiplicity: 2
- Net charge: +1
- Frontier orbital gap (alpha / beta): 6.227 / 2.384 eV

=====

Record 6
Below is a cluster of 2 separate species, C4H10NO in total at a distorted geometry, with properties calculated with wB97M-V/def2-TZVPD.

Element x y z (Å)
C1 -1.5763 2.1553 -0.7883
C2 -0.8095 0.9340 -0.4043
C3 -1.0528 -0.2460 -1.0218
O1 -0.4040 -1.4857 -0.5864
H1 -0.9624 2.8096 -1.4124
H2 -2.4553 1.8845 -1.3663
H3 -1.8014 2.8076 0.0436
H4 -0.0065 1.0671 0.3226
H5 -1.7254 -0.4399 -1.8633
H6 -0.8013 -2.2130 -1.0902
C4 2.5281 -0.4776 1.3877
N1 1.2763 -0.8377 1.3728
H7 2.8849 0.1111 2.2095
H8 3.1468 -0.5984 0.4541
H9 0.7388 -1.2648 0.5667
H10 0.7426 -0.6092 2.1778

Computed properties:
- Energy above the lowest of the compared OMol25 structures with the same formula, charge and spin: 44.8 kcal/mol
- E_LUMO: -5.35 eV
- E_HOMO: -0.470 Ha
- Spin multiplicity: 1
- Net charge: +1
- Frontier orbital gap: 7.423 eV

=====

Which of these has the highest spin multiplicity?
C11H20ClIIrN2O2P

=====

Which of these has the highest spin multiplicity?
C11H20ClIIrN2O2P

=====

Number 3 is which compound?
C37H41Br2N5OPdSeTe

=====

Which value of spin multiplicity does entry 5 give?
2